10
Properties=species:S:1:pos:R:3:mulliken_charge:R:1 method="wB97M-V/def2-TZVPD" e_homo_ha="-0.1151 / -0.1152" total_charge=-1 energy_ha=-736.12119 de_lowest_kcal_mol=64.0 lumo_energy_ha="0.1251 / 0.1251"
C -1.774 0.472 0.257 0.553
C 0.935 -0.669 -1.043 -0.576
N 0.414 0.920 0.398 -0.912
N 0.878 -0.295 0.230 0.762
O 1.287 -1.014 1.210 -0.791
O -1.679 -0.008 -0.809 -0.398
S -2.544 1.150 1.467 -0.418
H 0.599 0.107 -1.845 0.247
H 1.184 -1.684 -1.302 0.302
H 0.701 1.022 1.437 0.232